(1)
Computed, not measured: a structure of composition C35H51CaGeIO2P2Si3, with ωB97M-V/def2-TZVPD.

Charge: +1
Total energy in eV: -166484.774
Frontier orbital gap (spin up / spin down) in Ha: 0.2586 / 0.2101
LUMO (spin up / spin down) in eV: -2.3 / -3.7
Relative energy (zero: lowest compared OMol25 entry of this formula, charge and spin) in kcal per mole: 0.0
2S+1: 2

Positions of all 96 atoms, in Å:
Ca -0.90277 0.24671 -0.30440
O -2.18181 -0.90290 1.07192
P -1.92840 -0.97823 2.56401
C -0.44539 -2.00048 2.86833
P 0.57187 -2.07966 1.36774
O 0.80888 -0.67708 0.82234
C -0.30874 -3.07250 0.16446
C -0.10724 -2.78714 -1.18761
C -0.79886 -3.49752 -2.15966
C -1.68187 -4.49971 -1.78746
C -1.87875 -4.79290 -0.44504
C -1.19819 -4.08115 0.52961
C 2.09781 -2.87952 1.80837
C 3.28197 -2.15087 1.73643
C 4.48240 -2.76356 2.07079
C 4.49555 -4.08801 2.47928
C 3.31099 -4.81237 2.56309
C 2.11097 -4.21046 2.22993
C -3.29440 -1.70179 3.42968
C -3.17421 -2.19295 4.73017
C -4.28959 -2.70399 5.37094
C -5.51546 -2.72348 4.71433
C -5.63311 -2.23492 3.42178
C -4.52161 -1.71962 2.76922
C -1.58099 0.65940 3.18674
C -2.15219 1.72940 2.49496
C -1.96064 3.02649 2.95417
C -1.20765 3.25413 4.09503
C -0.65281 2.18853 4.79477
C -0.84162 0.89228 4.34675
H -0.72830 -3.00074 3.19893
H 0.19198 -1.55079 3.63273
H 0.59871 -2.02199 -1.49529
H -0.64130 -3.26985 -3.20579
H -2.22145 -5.05283 -2.54461
H -2.57484 -5.56883 -0.15623
H -1.39014 -4.30636 1.57124
H 3.26021 -1.11244 1.43655
H 5.40622 -2.20329 2.01510
H 5.43314 -4.56252 2.73734
H 3.32796 -5.84547 2.88279
H 1.19469 -4.78879 2.27889
H -2.22186 -2.17709 5.24941
H -4.20745 -3.08581 6.37955
H -6.38578 -3.12374 5.21768
H -6.59013 -2.25208 2.91801
H -4.59595 -1.33005 1.76021
H -2.80331 1.55677 1.64103
H -2.41223 3.85343 2.42225
H -1.05856 4.26537 4.45020
H -0.07660 2.37108 5.69190
H -0.40976 0.07278 4.90973
C 1.18246 2.54022 -5.52799
Si 0.15656 1.34844 -4.52403
C -1.64546 1.65282 -4.86832
C 0.58921 -0.41385 -4.97191
Ge 0.75346 1.72039 -2.24337
Si 0.63956 4.01636 -1.60282
C 2.22496 4.81599 -2.17284
C 0.53211 4.13883 0.25851
C -0.80973 4.87381 -2.39047
Si 2.97465 0.92667 -1.79813
C 3.14047 -0.92803 -1.92010
C 3.51246 1.49150 -0.10062
C 4.09997 1.66041 -3.09252
H 1.00266 2.35117 -6.59089
H 2.25277 2.44812 -5.34181
H 0.89312 3.57372 -5.32179
H -1.76973 1.80739 -5.94430
H -2.04180 2.52818 -4.35332
H -2.25640 0.79598 -4.57908
H 0.26662 -0.63696 -5.99284
H 0.07838 -1.11147 -4.30215
H 1.66242 -0.60584 -4.90982
H 3.09575 4.41255 -1.65266
H 2.17065 5.88681 -1.95251
H 2.38768 4.70072 -3.24625
H 1.45173 3.79941 0.73978
H -0.29130 3.54092 0.65575
H 0.35584 5.17605 0.55991
H -0.89431 4.66021 -3.45726
H -0.68256 5.95458 -2.27592
H -1.75095 4.59283 -1.91920
H 2.59143 -1.44850 -1.13792
H 4.19736 -1.19204 -1.80620
H 2.80854 -1.30897 -2.88839
H 2.78192 1.22561 0.66621
H 3.65442 2.57463 -0.07282
H 4.47117 1.03106 0.15953
H 3.89183 1.25749 -4.08536
H 5.12704 1.38401 -2.83072
H 4.04517 2.74741 -3.14977
I -4.61771 1.03425 -0.56088
C -2.69250 1.59302 -1.39321
H -2.70209 2.67876 -1.29958
H -2.83720 1.39241 -2.45419

=====

(2)
Computed, not measured: a cluster of 4 separate species, C4H16N2O2 in total in a non-equilibrium geometry, with ωB97M-V/def2-TZVPD.

Total energy in eV: -11474.128
Frontier orbital gap in Ha: 0.1686
LUMO in eV: -4.6
Relative energy (zero: lowest compared OMol25 entry of this formula, charge and spin) in kcal per mole: 203.9

Positions of all 24 atoms, in Å:
C 0.76055 -1.62677 -1.52125
N 0.57241 -0.20384 -1.90334
C 1.37944 0.63244 -1.03416
C 0.64499 1.81089 -0.30704
C 0.43187 1.48518 1.12019
N -2.73539 -1.25988 1.72285
H 0.85830 -1.59228 -0.41496
H -0.07746 -2.20626 -1.89410
H 1.70086 -1.93699 -1.98648
H -0.44170 -0.05080 -1.48885
H 2.11475 1.10034 -1.70158
H 1.89287 0.07492 -0.24989
H 1.18216 2.75758 -0.39325
H 1.36524 1.13136 1.59727
H -0.28078 0.66391 1.22323
H -0.03834 2.24444 1.75019
H -3.55355 -0.67488 1.66775
H -2.56838 -1.41512 2.70673
H -0.24832 1.91598 -0.92181
H -2.44743 -0.36905 -1.03871
O -1.89016 0.40824 -1.19846
H -1.91851 -0.92881 1.24156
H 2.10123 -1.05909 1.65425
O 1.19533 -0.90150 1.36986

=====

(3)
Computed, not measured: a structure of composition C22H31AlBeClF6KLiO10PS in a non-equilibrium geometry, with ωB97M-V/def2-TZVPD.

Total energy in eV: -116261.769
Frontier orbital gap in Ha: 0.0532
LUMO in eV: -4.5

Positions of all 76 atoms, in Å:
C -1.44113 0.39705 4.18150
C -2.20703 0.43331 2.85090
C -3.71846 0.52749 3.10054
C -4.52570 -0.27021 2.04593
C -4.35765 0.36585 0.69887
C -4.91171 1.61885 0.44848
F -5.59713 2.24088 1.41484
C -4.77683 2.26992 -0.75474
C -4.04810 1.68457 -1.77987
C -3.47427 0.45343 -1.57247
C -3.64167 -0.19562 -0.35809
C -2.98468 -1.53142 -0.24494
O -3.47419 -2.50832 0.24972
C -1.55473 -1.50454 -0.89738
C -0.40058 -2.15907 -0.21357
C 0.87310 -2.07603 -0.89205
P 2.29426 -2.79865 0.05117
O 2.64485 -1.88795 1.17052
C 0.93954 -1.41665 -2.14955
C -0.15601 -0.81867 -2.76915
C -1.41016 -0.83923 -2.14500
C -2.64390 -0.17048 -2.64371
O -2.95558 -0.12306 -3.81026
H -0.40154 0.68645 4.03186
H -1.87333 1.12126 4.87182
H -1.47276 -0.59911 4.61753
H -1.84231 1.29469 2.28895
H -1.95224 -0.46176 2.27615
H -3.96632 0.15984 4.09419
H -4.02769 1.56891 3.02533
H -4.12317 -1.27616 2.05626
H -5.57730 -0.34845 2.31764
H -5.19789 3.26400 -0.90800
H -3.88664 2.15845 -2.74348
H -0.53213 -2.65334 0.77297
H 1.77569 -4.01367 0.50263
H 3.29814 -3.05358 -0.88988
H 1.90832 -1.35370 -2.62453
H -0.04654 -0.28102 -3.69990
F -8.26294 -4.59186 -1.70908
Al -6.83749 -4.02345 -1.04764
F -7.07129 -2.54556 -0.26988
F -5.63460 -3.86193 -2.21120
F -6.22836 -5.17559 0.12563
K -1.26537 -3.61951 -1.69796
Be -5.97895 2.94188 -2.96070
Cl -6.16391 -6.76286 1.48510
O 3.30689 0.27200 -4.00987
H 3.65870 1.00106 -3.48179
H 3.52927 0.50949 -4.91527
C 3.50520 4.16295 -0.24635
C 3.56678 2.65163 -0.17783
O 4.62481 2.09788 -0.95801
C 5.90810 2.56130 -0.62649
C 6.28958 2.29474 0.81595
H 3.45422 4.51495 -1.27345
H 2.63386 4.54349 0.28630
H 4.37616 4.64207 0.19587
H 2.65621 2.19630 -0.57266
H 3.64559 2.32276 0.86786
H 5.99506 3.63334 -0.83516
H 6.60208 2.04967 -1.29478
H 5.63831 2.87318 1.48173
H 7.32555 2.61258 0.97421
H 6.19307 1.23970 1.07926
O 3.67925 -7.43449 -1.61510
S 3.32969 -6.47754 -0.55263
O 4.48756 -5.61894 -0.23364
O 2.96829 -7.25509 0.65224
O 2.19635 -5.62819 -0.96666
O 7.17945 4.01938 3.25101
H 6.99175 4.87122 3.69704
H 6.52986 3.31786 3.47438
H 8.10128 3.72209 3.38304
Li -5.79512 3.33086 -5.55079
F 4.31058 6.70837 -0.53391

=====

(4)
Computed, not measured: a structure of composition C24H36BN6P2Pt, with ωB97M-V/def2-TZVPD.

Charge: +3
Total energy in eV: -56886.942
Frontier orbital gap in Ha: 0.1903
LUMO in eV: -12.1
Relative energy (zero: lowest compared OMol25 entry of this formula, charge and spin) in kcal per mole: 7.9

Positions of all 70 atoms, in Å:
Pt -0.86541 -0.41387 1.08630
C 1.25529 -2.70850 -0.52211
P 0.21996 -1.27703 -0.86166
C 1.31146 -0.02247 -1.55820
N 1.98576 -0.32757 -2.64930
C 2.87040 0.59699 -3.07611
C 3.62287 0.35078 -4.24824
C 4.52908 1.28234 -4.65754
C 4.73430 2.48956 -3.92978
C 4.03336 2.75949 -2.79319
C 3.07935 1.81898 -2.33827
N 2.38750 2.07304 -1.20966
C 1.50377 1.15991 -0.85621
P 0.59875 1.40996 0.67073
C 1.81452 1.66727 1.96816
C -0.60907 2.80162 0.62382
C -0.01976 3.92116 -0.24484
C -0.85501 3.28117 2.05942
C -1.90070 2.26390 0.00077
C -1.16693 -1.79944 -1.97142
C -0.47414 -2.50408 -3.15666
C -2.08012 -2.78661 -1.24007
C -1.92993 -0.56141 -2.43949
H 1.72073 -2.92993 -1.48764
H 0.67657 -3.56604 -0.18265
H 2.04059 -2.48699 0.19089
H 3.45984 -0.57016 -4.79056
H 5.11232 1.10897 -5.55233
H 5.46417 3.20032 -4.29424
H 4.17791 3.67008 -2.22868
H 2.31308 2.60050 1.68121
H 2.55436 0.87239 1.97054
H 1.36382 1.77506 2.95230
H 0.97394 4.23184 0.07691
H -0.68536 4.78175 -0.14333
H 0.02327 3.64791 -1.29871
H 0.01113 3.79386 2.47576
H -1.14986 2.47381 2.73574
H -1.67767 3.99787 2.03551
H -1.73294 1.85712 -1.00037
H -2.61745 3.08041 -0.11897
H -2.39823 1.53234 0.65457
H -0.09478 -3.48663 -2.88124
H 0.32038 -1.91444 -3.61089
H -1.25368 -2.65243 -3.90845
H -1.53736 -3.63858 -0.82874
H -2.78833 -3.18538 -1.96871
H -2.66092 -2.32234 -0.44440
H -1.30595 0.11740 -3.02315
H -2.37482 -0.00796 -1.60800
H -2.75353 -0.88531 -3.07784
B -1.83926 -1.81494 4.23959
N -2.88832 -1.47064 3.11576
C -4.19685 -1.59864 3.22242
C -4.81660 -1.11364 2.05564
C -3.78941 -0.69554 1.26285
N -2.60101 -0.92092 1.91888
N -0.36778 -1.85239 3.61449
C 0.64208 -2.39028 4.28244
C 1.84597 -2.19038 3.59877
C 1.49647 -1.50273 2.47123
N 0.15179 -1.29330 2.49316
H -1.86014 -0.95319 5.06712
H -2.06900 -2.91423 4.63470
H -4.63023 -2.01409 4.11974
H -5.87175 -1.08504 1.84324
H -3.80997 -0.26244 0.27456
H 0.44905 -2.87135 5.22944
H 2.82864 -2.50727 3.90426
H 2.09980 -1.11961 1.67074

=====

(5)
Computed, not measured: a structure of composition C9H14AlBr3CaClF7N2Na2O7S in a non-equilibrium geometry, with ωB97M-V/def2-TZVPD.

Total energy in eV: -313245.317
Frontier orbital gap in Ha: 0.1044
LUMO in eV: -4.1
Relative energy (zero: lowest compared OMol25 entry of this formula, charge and spin) in kcal per mole: 0.0

Positions of all 48 atoms, in Å:
C 1.16033 -3.88144 1.71284
C 0.90092 -2.75655 1.38462
N 0.69151 -1.45102 0.91970
C -0.71561 -1.39263 0.58097
C -1.30679 -0.00912 0.33092
C -2.84604 -0.19311 0.11648
N -3.32406 -0.83746 -1.11452
O -3.62647 0.15571 0.94214
S 1.74158 -1.24553 -0.51948
O 2.68497 -0.28680 -0.06910
O 2.32864 -2.50181 -0.82289
F 0.80946 -0.78476 -1.93717
H 1.05614 -4.92677 1.87323
H -1.25360 -1.80022 1.49486
H -0.90950 -1.98875 -0.36826
H -1.21759 0.61560 1.21138
H -0.85977 0.42535 -0.56051
H -3.24812 -1.85691 -1.05204
H -2.65040 -0.56567 -1.83131
Ca -1.82470 -3.43898 0.21017
Cl 3.94142 -0.32523 2.00280
C 1.77250 2.38269 -1.69279
C 2.57510 3.29102 -2.56951
O 1.54702 3.91052 -3.40627
C 0.37333 3.84666 -2.71319
O -0.63017 4.39924 -3.04940
O 0.48429 3.06060 -1.61777
H 2.20965 2.26304 -0.70736
H 1.62109 1.39322 -2.13035
H 3.09370 4.07111 -2.01182
H 3.31053 2.73263 -3.17922
C 4.92632 5.19156 1.40808
Br 6.51374 5.51916 2.44856
Br 5.07875 5.93849 -0.36530
Br 4.47529 3.32303 1.36930
H 4.11605 5.70966 1.89813
F -6.96874 -5.20308 0.33480
Al -6.32057 -3.87323 1.09567
F -4.65217 -3.71052 0.65111
F -6.42183 -4.09857 2.77125
F -7.12555 -2.38774 0.74603
O 2.64975 -2.91015 4.22685
H 2.51879 -1.96403 4.08688
H 3.33904 -2.95496 4.89551
Na 0.61218 2.11308 -4.34424
F 3.98659 1.24204 -3.01616
F -7.15854 -3.49720 -1.55277
Na -7.52639 -0.46171 1.36622

=====

(6)
Computed, not measured: the molecule C2H7N3O3 in a non-equilibrium geometry, with ωB97M-V/def2-TZVPD.

Total energy in eV: -12799.958
Frontier orbital gap in Ha: 0.3800
LUMO in eV: 0.6
SMILES string: N[C@H](O)N(N)C(=O)O
Relative energy (zero: lowest compared OMol25 entry of this formula, charge and spin) in kcal per mole: 31.0

Positions of all 15 atoms, in Å:
C -1.11020 0.64224 -0.24413
O -2.37109 0.14926 -0.31007
O 1.36949 -0.23428 -1.29511
O -0.83392 1.77397 -0.55640
H -2.93702 0.83208 -0.69545
H 1.28013 -1.10097 -1.70194
N -0.67129 -1.57943 0.64873
N 1.58594 1.14213 0.69633
C 1.15163 -0.10168 0.22730
N -0.26578 -0.25933 0.35662
H -1.26638 -1.55316 1.47485
H -1.20841 -1.92011 -0.14936
H 2.58114 1.25536 0.55381
H 1.07921 1.89383 0.23367
H 1.61656 -0.93991 0.76115

=====

Looking at molar mass for the records above, in order, we have 889.59, 124.18, 750.00, 676.43, 815.48, 121.10 g mol⁻¹.